Entry 1:
Below is a structure of composition C31H36N3O8P3RuS2, with properties calculated with ωB97M-V with the def2-TZVPD basis set.

Its net charge is +1. The value obtained for the HOMO-LUMO gap (alpha / beta) is 0.30066 / 0.22654 Eh. The value obtained for the lowest unoccupied orbital energy (alpha / beta) is -1.88 / -4.01 eV. The total energy is -105698.548 eV. The spin multiplicity is 6. The value obtained for the energy above the lowest of the compared OMol25 structures with the same formula, charge and spin is 0.00 kcal per mole. The HOMO energy (alpha / beta) is -10.06 / -10.18 eV.

Structure (XYZ):
```
84
Properties=species:S:1:pos:R:3:forces:R:3
Ru 0.761 0.388 -0.811 -0.156 0.033 0.000
S -2.645 0.759 -1.091 0.312 -0.223 0.046
S -1.598 -8.226 1.519 -0.191 0.081 0.042
P 0.711 3.468 -1.976 -0.112 -0.025 0.128
P 1.124 1.120 -3.973 0.253 0.006 -0.052
P 0.925 1.692 1.465 0.030 -0.130 0.176
O -0.187 2.411 -1.352 0.225 0.044 0.014
O -2.898 -8.653 -0.768 -0.108 0.176 -0.140
O 2.224 3.159 -1.440 0.120 0.038 -0.140
O -1.522 0.070 -1.858 -0.126 0.172 -0.045
O 1.722 0.561 -2.679 -0.210 0.094 -0.130
O -0.289 0.483 -4.234 -0.161 -0.039 -0.024
O 0.456 4.916 -1.883 -0.103 -0.029 -0.028
O 1.975 1.118 -5.188 0.052 0.018 -0.007
N 2.991 0.284 -0.054 0.122 0.194 -0.126
N 1.991 3.592 -4.417 0.032 -0.107 0.009
N 2.606 1.865 1.600 -0.027 0.134 -0.001
C -0.768 5.914 1.969 -0.033 0.004 0.009
C 0.384 0.833 2.966 -0.044 0.142 0.062
C -0.429 -5.840 1.808 -0.009 -0.029 0.013
C -1.151 -6.623 0.905 0.110 -0.049 -0.057
C -1.050 3.528 1.992 0.005 -0.023 0.003
C 5.194 -0.339 -0.723 -0.015 0.012 0.038
C -0.450 3.373 -4.475 0.039 0.105 0.003
C -0.577 -1.088 4.051 -0.012 -0.013 0.022
C 0.808 2.947 -3.725 -0.017 -0.105 -0.067
C -4.066 -9.444 1.161 0.115 -0.038 0.095
C -2.946 -8.777 0.418 0.127 -0.102 0.071
C -1.066 -4.827 -0.688 -0.006 0.022 0.040
C -0.160 -0.443 2.893 -0.011 -0.081 -0.080
C 0.573 5.759 1.667 0.004 -0.054 -0.021
C -0.362 -4.033 0.218 -0.006 0.082 0.047
C 4.877 1.296 1.000 -0.051 -0.034 -0.010
C 3.828 -0.438 -0.818 -0.018 -0.086 -0.023
C 0.304 3.367 1.696 0.063 0.023 -0.050
C 1.108 4.486 1.522 -0.014 0.047 0.003
C -1.580 4.797 2.127 0.000 0.043 -0.011
C -1.447 -6.115 -0.357 0.036 -0.036 -0.043
C 0.505 1.463 4.208 0.016 -0.001 -0.003
C -0.032 -4.564 1.469 0.033 -0.017 -0.034
C 0.097 0.815 5.358 -0.011 -0.028 0.013
C 5.722 0.553 0.210 0.010 -0.039 -0.028
C -3.787 -0.575 -0.782 -0.081 -0.005 -0.051
C 0.009 -2.696 -0.117 0.082 -0.070 -0.068
C -3.582 1.662 -2.307 -0.003 -0.006 -0.063
C -0.450 -0.462 5.279 0.017 0.014 -0.013
C 0.334 -1.551 -0.405 -0.082 -0.118 0.116
C 3.498 1.137 0.833 0.014 -0.025 0.105
H -0.177 -6.239 2.782 -0.018 -0.006 0.032
H -4.844 -9.736 0.462 -0.009 -0.025 -0.031
H 0.541 -3.970 2.168 -0.007 0.026 0.021
H -0.590 4.453 -4.393 -0.010 0.014 -0.008
H 0.194 1.305 6.317 0.001 0.012 0.024
H -4.627 -0.200 -0.200 -0.053 0.013 0.015
H -1.954 -6.723 -1.088 -0.040 -0.027 0.004
H -1.005 -2.080 3.988 -0.005 -0.017 -0.006
H 2.290 2.852 -5.109 -0.025 0.074 0.008
H -1.186 6.905 2.080 -0.012 0.017 -0.009
H -3.680 -10.327 1.674 -0.001 -0.019 0.026
H 1.735 4.476 -4.856 0.031 -0.028 0.032
H -0.396 3.077 -5.524 -0.014 -0.018 -0.009
H 1.203 6.626 1.531 0.019 0.026 -0.001
H -4.454 -8.771 1.924 -0.044 -0.004 -0.015
H 2.760 3.751 -3.763 -0.021 -0.035 -0.013
H 3.355 -1.111 -1.521 0.016 0.038 -0.014
H 3.004 2.447 2.324 0.007 -0.089 -0.004
H 2.153 4.374 1.267 0.034 -0.009 0.011
H 5.828 -0.938 -1.358 0.010 -0.020 -0.001
H -3.644 1.051 -3.207 -0.045 0.007 -0.001
H -1.686 2.661 2.126 0.004 -0.024 0.007
H -0.778 -0.963 6.179 -0.006 -0.017 0.026
H -3.061 2.595 -2.504 0.056 0.024 0.006
H 0.906 2.467 4.275 -0.004 0.031 -0.013
H -2.630 4.919 2.357 -0.022 0.003 0.015
H -3.238 -1.319 -0.209 0.025 -0.001 0.028
H -1.300 -4.433 -1.667 -0.010 0.012 -0.020
H -4.119 -1.001 -1.726 -0.002 -0.019 -0.021
H -0.251 -0.944 1.936 0.004 0.035 0.027
H 5.258 1.986 1.740 0.005 0.033 0.021
H -0.816 0.276 -3.428 0.037 -0.005 0.015
H 6.792 0.660 0.319 0.017 0.002 -0.002
H -1.315 2.883 -4.039 -0.041 -0.008 0.000
H 2.621 3.994 -1.160 -0.038 0.012 0.094
H -4.571 1.873 -1.907 -0.048 0.016 0.017
```
Positions in Å, forces in eV/Å.


Entry 2:
Below is a structure of composition C23H64F3HfN3O19S2, with properties calculated with ωB97M-V with the def2-TZVPD basis set.

Its net charge is +1. The value obtained for the HOMO-LUMO gap (alpha / beta) is 0.14255 / 0.07079 Eh. The value obtained for the lowest unoccupied orbital energy (alpha / beta) is -6.28 / -8.23 eV. The total energy is -99370.914 eV. The spin multiplicity is 2. The HOMO energy (alpha / beta) is -10.16 / -10.16 eV.

Structure (XYZ):
```
115
Properties=species:S:1:pos:R:3:forces:R:3
Hf -1.401 -3.208 3.975 -1.242 -4.132 -8.735
S -0.112 -6.554 3.759 1.372 -9.759 1.763
S -0.182 -2.780 0.525 2.066 0.120 -1.370
F -2.400 -1.590 -0.678 1.725 -1.188 -0.305
F -2.131 -3.719 -0.929 0.046 -0.416 -0.929
F -0.879 -2.311 -2.104 -0.320 -0.657 0.589
O -0.022 -6.981 5.162 -0.726 1.229 -0.819
O -0.985 -3.185 1.718 -0.887 -0.162 2.110
O 1.000 6.775 1.104 0.127 -0.406 -2.524
O 2.622 -4.746 2.825 0.222 1.245 0.877
O -3.512 -2.089 2.977 4.164 -2.881 1.391
O -1.703 1.879 -1.484 0.654 0.780 -0.647
O 0.749 -3.796 0.086 -1.996 0.330 0.068
O 2.452 -0.705 -3.574 -1.508 0.465 0.934
O -5.422 -4.059 -2.040 -0.283 -1.463 0.573
O -1.193 -7.239 3.031 -1.431 2.121 0.271
O 1.102 -6.880 3.065 0.924 1.197 -0.768
O 4.718 3.262 5.832 -0.994 1.452 -1.431
O 3.107 -4.834 0.243 1.082 -0.064 -0.449
O 4.631 0.207 1.133 0.532 0.886 0.989
O -1.027 -0.779 3.254 -0.061 -1.215 1.328
O 0.443 -1.506 0.713 -0.472 0.998 0.143
O -0.320 -5.100 3.822 -2.692 10.111 1.101
O -2.696 -4.928 2.985 -0.354 2.619 1.162
O -0.486 1.207 -4.800 -0.320 1.878 -0.528
N 0.938 -0.932 -5.970 0.697 1.240 0.286
N 4.029 2.689 2.707 4.363 -0.175 1.253
N -0.319 3.325 0.656 -0.493 -1.884 -0.189
C 4.319 2.634 1.335 -1.555 -1.621 -2.472
C -0.660 2.516 -5.464 0.557 -1.036 0.519
C 4.964 4.165 4.705 0.043 -2.116 0.600
C 0.938 -2.036 -5.075 1.919 0.156 0.111
C 4.068 4.076 6.805 -0.434 -0.091 0.891
C -0.314 -0.482 -6.423 -0.861 -1.095 -0.948
C -5.408 -2.888 -4.138 -1.469 0.119 0.861
C -5.201 -1.042 1.416 0.055 -0.721 -0.008
C 2.328 -1.875 -4.358 -1.590 -2.300 0.900
C 0.967 5.404 1.428 -1.396 -0.152 0.649
C -5.291 -2.790 -2.615 1.458 -0.148 0.400
C -4.611 -1.305 2.834 -1.192 2.041 -0.307
C -1.700 2.762 0.718 0.493 -0.270 0.627
C -2.024 1.553 -0.166 0.666 0.979 -0.335
C -0.408 4.636 1.210 0.785 1.899 -0.115
C 3.807 1.291 0.710 0.283 -0.377 -0.422
C 0.026 7.628 1.615 0.062 0.166 1.800
C 5.142 3.431 3.375 -0.007 1.766 0.657
C -1.209 0.136 -5.341 0.281 -1.012 -1.660
C 1.354 -0.548 -2.590 1.336 0.099 0.096
C -1.455 -2.597 -0.956 -1.190 1.135 2.635
C -2.208 0.986 -2.448 -1.167 0.283 0.535
C 4.177 -1.152 0.910 -0.573 0.680 0.482
H -1.968 -0.661 3.123 -1.189 -0.250 -0.411
H 1.252 -0.101 -5.490 1.019 -0.106 0.456
H -4.806 -3.592 -4.712 0.726 0.163 0.597
H 0.090 -2.115 -4.395 -0.019 0.265 0.402
H -1.862 2.430 1.743 -0.060 -0.045 0.325
H -1.000 5.283 0.563 -0.199 0.309 -0.254
H 2.616 -5.590 0.565 -0.231 -0.456 -0.283
H -1.003 4.556 2.120 0.349 0.140 0.319
H -4.352 -2.418 -2.204 0.319 0.536 -0.466
H 4.246 1.775 3.078 -1.898 -1.377 0.626
H -5.791 -0.129 1.493 -0.064 0.004 0.030
H -2.226 1.497 -3.411 0.437 -0.397 0.238
H 4.680 4.880 7.213 0.623 -0.200 -0.001
H 4.876 -1.888 1.306 0.515 0.547 -0.227
H 3.203 4.618 6.423 -0.294 -0.329 -0.400
H 3.160 -2.043 -5.042 -0.115 0.957 -0.196
H -2.167 0.291 -5.838 -0.263 1.124 0.122
H -6.383 -3.373 -4.098 -0.521 0.278 -1.120
H -1.424 0.681 0.096 -0.130 -0.265 0.538
H -1.024 7.340 1.556 0.031 -0.461 -0.412
H -3.578 -4.827 2.626 -0.503 0.788 -0.150
H 5.400 2.721 1.227 0.301 -0.113 -0.119
H 0.264 3.083 -5.354 -0.026 -0.103 0.630
H -0.048 0.223 -7.210 -0.749 0.325 -0.139
H 1.522 0.363 -2.016 -0.008 0.696 -0.893
H 0.288 7.667 2.672 -0.527 0.496 0.584
H -1.479 -0.595 -4.580 0.477 0.060 0.385
H 3.916 3.512 0.830 -0.135 0.131 -0.198
H -1.728 0.008 -2.419 0.373 0.241 -0.360
H -6.074 -2.238 -2.096 -0.212 0.615 -0.796
H 3.831 1.287 -0.380 0.051 0.600 -0.171
H -5.452 -1.925 -4.646 -0.097 -0.110 0.036
H 4.012 -1.308 -0.156 -0.259 -0.143 0.103
H -5.281 -4.756 -2.686 0.098 0.036 -0.059
H 2.398 -2.750 -3.711 0.101 -0.199 0.530
H 2.439 -4.250 -0.118 -0.225 0.021 -0.091
H 1.729 4.913 0.823 0.077 0.097 0.069
H 5.952 2.711 3.484 -0.069 -0.554 -0.002
H 3.302 -1.279 1.549 -0.523 -0.194 -0.556
H 5.496 4.173 2.658 -0.067 0.178 0.130
H 4.141 4.852 4.507 0.140 0.429 0.664
H -5.877 -1.841 1.109 -0.039 -0.103 0.093
H 0.900 -2.964 -5.645 0.341 -0.198 -0.049
H 1.212 5.399 2.490 0.288 -0.724 0.368
H 2.753 1.192 0.966 -0.223 -0.315 0.350
H -3.095 1.356 -0.125 -0.179 -0.278 0.436
H -2.370 3.613 0.602 -0.601 -0.263 -0.571
H 3.727 3.446 7.627 0.198 -0.065 -0.118
H -0.639 0.047 2.966 0.864 0.069 -0.144
H 0.341 -0.590 -2.992 0.440 0.337 -0.332
H 2.938 -4.629 1.929 0.374 0.382 -0.246
H -4.518 -0.924 0.575 0.459 0.082 0.355
H 0.104 8.645 1.230 0.366 -0.301 -0.366
H -2.524 -5.868 2.938 1.619 -1.980 0.237
H -3.247 0.802 -2.177 -0.432 -0.219 -0.089
H -0.094 3.315 -0.329 0.298 0.355 -0.220
H -5.475 -1.606 3.426 0.023 -0.379 0.326
H -4.352 -0.309 3.195 -0.105 0.495 0.308
H 1.388 -1.207 -1.723 0.372 -1.146 -0.479
H -0.750 2.488 -6.550 -0.548 -0.592 -0.023
H -0.721 -1.384 -6.881 -0.975 0.252 -0.331
H 5.929 4.576 5.003 -0.133 0.901 -0.765
H 2.091 -5.541 2.791 -0.337 -0.793 0.334
H -1.495 3.032 -4.989 -0.027 0.094 -0.196
```
Positions in Å, forces in eV/Å.